No. 1
Computed, not measured: a cluster of 9 separate species, C21H61BO15S in total in a non-equilibrium geometry, with the ωB97M-V functional and the def2-TZVPD basis.

Each atom is followed by the atoms it is bonded to, with distances in Å.
Cartesian coordinates (Å):
1 C -1.0047 3.9331 3.0375  C2 1.525, H15 1.083, H16 1.080, H17 1.084
2 C -0.3421 3.1809 1.8876  C1 1.525, O3 1.420, H18 1.084, H19 1.087
3 O -1.2876 3.0284 0.8392  C2 1.420, C4 1.432
4 C -1.4432 4.1989 0.0283  O3 1.432, C5 1.516, H20 1.083, H21 1.084
5 C -2.8569 4.7262 0.1753  C4 1.516, O6 1.428, H22 1.084, H23 1.081
6 O -2.8822 6.0054 0.8099  C5 1.428, C7 1.394
7 C -3.8731 6.1207 1.7830  O6 1.394, O8 1.453, H24 1.077, H25 1.080
8 O -5.1584 5.9908 1.1186  C7 1.453, S9 1.637
9 S -6.4509 5.9275 2.1215  O8 1.637, O10 1.433, O11 1.640
10 O -5.9233 5.8231 3.4495  S9 1.433
11 O -6.9887 4.4478 1.6614  S9 1.640, B12 1.401
12 B -6.0996 3.3675 1.7302  O11 1.401, O13 1.356, O14 1.378
13 O -5.4747 2.9933 2.8736  B12 1.356, H26 0.973
14 O -5.9335 2.6174 0.5858  B12 1.378, H27 0.968
15 H -1.9197 3.4042 3.2751  C1 1.083
16 H -1.2169 4.9414 2.7131  C1 1.080
17 H -0.3895 3.9344 3.9305  C1 1.084
18 H -0.0194 2.2086 2.2412  C2 1.084
19 H 0.5464 3.7060 1.5462  C2 1.087
20 H -0.6970 4.9479 0.2619  C4 1.083
21 H -1.2566 3.8905 -0.9938  C4 1.084
22 H -3.3092 4.8349 -0.8037  C5 1.084
23 H -3.4079 4.0141 0.7742  C5 1.081
24 H -3.7614 7.1120 2.1897  C7 1.077
25 H -3.7106 5.3524 2.5245  C7 1.080
26 H -5.3901 2.0242 2.8523  O13 0.973
27 H -5.0197 2.6727 0.2715  O14 0.968
28 C 1.0655 0.7223 -2.2594  C29 1.514, H31 1.089, H32 1.091, H33 1.092
29 C 0.9784 1.9750 -3.1061  C28 1.514, O30 1.431, H34 1.089, H35 1.092
30 O 1.3060 3.1343 -2.3339  C29 1.431, H36 0.962
31 H 0.3975 0.7986 -1.4024  C28 1.089
32 H 0.8013 -0.1634 -2.8383  C28 1.091
33 H 2.0763 0.5902 -1.8667  C28 1.092
34 H -0.0371 2.1163 -3.4743  C29 1.089
35 H 1.6497 1.9100 -3.9656  C29 1.092
36 H 2.2084 3.0351 -2.0145  O30 0.962
37 C -2.5499 5.9032 6.8545  C38 1.517, H40 1.090, H41 1.091, H42 1.092
38 C -2.0981 6.6736 5.6278  C37 1.517, O39 1.424, H43 1.089, H44 1.095
39 O -2.9170 6.3883 4.4977  C38 1.424, H45 0.965
40 H -2.5318 4.8314 6.6557  C37 1.090
41 H -1.9058 6.1132 7.7098  C37 1.091
42 H -3.5752 6.1689 7.1209  C37 1.092
43 H -1.0824 6.3930 5.3527  C38 1.089
44 H -2.1123 7.7510 5.8254  C38 1.095
45 H -3.8240 6.6373 4.7136  O39 0.965
46 C -0.0609 -2.6715 0.4393  C47 1.517, H49 1.091, H50 1.089, H51 1.094
47 C 0.6667 -1.7638 1.4130  C46 1.517, O48 1.429, H52 1.087, H53 1.094
48 O 0.6576 -0.4063 0.9681  C47 1.429, H54 0.964
49 H 0.3978 -2.6096 -0.5489  C46 1.091
50 H -0.0323 -3.7057 0.7795  C46 1.089
51 H -1.1058 -2.3657 0.3339  C46 1.094
52 H 1.7095 -2.0569 1.5034  C47 1.087
53 H 0.2107 -1.8211 2.4058  C47 1.094
54 H -0.2617 -0.1263 0.8969  O48 0.964
55 C 2.2937 -2.7093 -5.0116  C56 1.517, H58 1.091, H59 1.091, H60 1.093
56 C 2.2153 -1.4485 -5.8506  C55 1.517, O57 1.430, H61 1.085, H62 1.098
57 O 2.5678 -0.2972 -5.0784  C56 1.430, H63 0.964
58 H 1.6264 -2.6319 -4.1523  C55 1.091
59 H 2.0137 -3.5866 -5.5961  C55 1.091
60 H 3.3060 -2.8572 -4.6260  C55 1.093
61 H 1.2040 -1.3008 -6.2159  C56 1.085
62 H 2.8855 -1.5211 -6.7177  C56 1.098
63 H 3.4687 -0.4235 -4.7597  O57 0.964
64 C -2.0999 -4.3585 -5.8594  C65 1.517, H67 1.090, H68 1.091, H69 1.092
65 C -1.7336 -2.8959 -5.6902  C64 1.517, O66 1.427, H70 1.089, H71 1.095
66 O -0.8064 -2.4641 -6.6853  C65 1.427, H72 0.963
67 H -1.2063 -4.9813 -5.8121  C64 1.090
68 H -2.7938 -4.6815 -5.0826  C64 1.091
69 H -2.5678 -4.5295 -6.8317  C64 1.092
70 H -1.2514 -2.7315 -4.7278  C65 1.089
71 H -2.6298 -2.2689 -5.7334  C65 1.095
72 H -1.2179 -2.5868 -7.5473  O66 0.963
73 C 0.3360 -4.9695 5.2864  C74 1.517, H76 1.089, H77 1.092, H78 1.090
74 C -0.0580 -4.4822 3.9052  C73 1.517, O75 1.427, H79 1.089, H80 1.096
75 O 1.0443 -4.5213 3.0002  C74 1.427, H81 0.963
76 H 1.1516 -4.3657 5.6823  C73 1.089
77 H -0.5099 -4.9170 5.9750  C73 1.092
78 H 0.6896 -5.9999 5.2464  C73 1.090
79 H -0.3919 -3.4465 3.9421  C74 1.089
80 H -0.8775 -5.0907 3.5059  C74 1.096
81 H 1.3456 -5.4348 2.9523  O75 0.963
82 C 5.5347 -1.0756 -9.0718  C83 1.518, H85 1.090, H86 1.091, H87 1.093
83 C 6.1567 -0.9555 -7.6927  C82 1.518, O84 1.425, H88 1.088, H89 1.096
84 O 5.6723 0.1877 -6.9932  C83 1.425, H90 0.965
85 H 5.7404 -0.1807 -9.6590  C82 1.090
86 H 5.9257 -1.9432 -9.6055  C82 1.091
87 H 4.4492 -1.1768 -8.9981  C82 1.093
88 H 7.2360 -0.8371 -7.7694  C83 1.088
89 H 5.9527 -1.8574 -7.1041  C83 1.096
90 H 4.7162 0.0934 -6.9069  O84 0.965
91 C 3.9859 -8.6058 6.2941  C92 1.518, H94 1.090, H95 1.091, H96 1.092
92 C 4.2221 -7.3164 5.5292  C91 1.518, O93 1.426, H97 1.089, H98 1.095
93 O 3.2295 -6.3354 5.8242  C92 1.426, H99 0.963
94 H 3.0010 -9.0108 6.0607  C91 1.090
95 H 4.7401 -9.3537 6.0462  C91 1.091
96 H 4.0198 -8.4272 7.3712  C91 1.092
97 H 4.1710 -7.4940 4.4563  C92 1.089
98 H 5.2129 -6.9115 5.7599  C92 1.095
99 H 3.2691 -6.1540 6.7693  O93 0.963

Values from the calculation:
Frontier orbital gap in eV: 9.749
Multiplicity: 1
LUMO energy in eV: 0.41
Electronic energy in hartree: -2388.3423


No. 2
Computed, not measured: a cluster of 8 separate species, C21H61N9O11 in total in a non-equilibrium geometry, with the ωB97M-V functional and the def2-TZVPD basis.

Each atom is followed by the atoms it is bonded to, with distances in Å.
Cartesian coordinates (Å):
1 C -4.6551 -3.1951 -7.8915  O2 1.421, H10 1.092, H11 1.091, H12 1.091
2 O -4.2167 -4.2868 -7.0947  C1 1.421, C3 1.425
3 C -3.5138 -3.8322 -5.9416  O2 1.425, C4 1.556, H13 1.094, H14 1.095
4 C -3.3318 -4.9233 -4.8471  C3 1.556, N5 1.476, H15 1.091, H16 1.092
5 N -3.6147 -4.4704 -3.4708  C4 1.476, C6 1.472, H17 1.012
6 C -2.8937 -3.2472 -3.0836  N5 1.472, C7 1.513, H18 1.089, H19 1.100
7 C -3.0005 -3.0890 -1.5827  C6 1.513, O8 1.436, H20 1.094, H21 1.092
8 O -2.1581 -4.0622 -0.9452  C7 1.436, C9 1.434
9 C -2.3197 -4.1585 0.4760  O8 1.434, H22 1.089, H23 1.091, H24 1.094
10 H -3.7831 -2.5578 -8.0527  C1 1.092
11 H -5.5478 -2.6803 -7.5321  C1 1.091
12 H -4.9265 -3.5971 -8.8685  C1 1.091
13 H -4.1196 -3.0135 -5.5412  C3 1.094
14 H -2.5359 -3.3854 -6.1465  C3 1.095
15 H -2.3740 -5.4397 -4.9316  C4 1.091
16 H -4.1896 -5.5706 -5.0412  C4 1.092
17 H -3.2879 -5.2148 -2.8676  N5 1.012
18 H -3.1122 -2.3072 -3.5891  C6 1.089
19 H -1.8248 -3.3924 -3.2967  C6 1.100
20 H -3.9940 -3.4031 -1.2490  C7 1.094
21 H -2.7677 -2.0751 -1.2494  C7 1.092
22 H -2.6972 -3.2705 0.9816  C9 1.089
23 H -1.4374 -4.5416 0.9910  C9 1.091
24 H -3.0131 -4.9899 0.6343  C9 1.094
25 C 7.8525 2.5740 3.3006  O26 1.388, H34 1.100, H35 1.094, H36 1.088
26 O 6.8390 2.3739 2.3737  C25 1.388, C27 1.417
27 C 6.9530 1.2570 1.5093  O26 1.417, C28 1.524, H37 1.098, H38 1.090
28 C 6.6317 0.0043 2.3159  C27 1.524, N29 1.455, H39 1.090, H40 1.094
29 N 5.3007 -0.0439 2.9004  C28 1.455, C30 1.511, H41 1.012
30 C 4.2349 -0.1802 1.8375  N29 1.511, C31 1.559, H42 1.088, H43 1.091
31 C 2.8460 -0.2935 2.5357  C30 1.559, O32 1.410, H44 1.094, H45 1.095
32 O 2.8353 -1.2300 3.5899  C31 1.410, C33 1.430
33 C 1.5090 -1.4505 4.0764  O32 1.430, H46 1.093, H47 1.086, H48 1.094
34 H 8.6381 3.1562 2.7967  C25 1.100
35 H 8.3712 1.6376 3.5280  C25 1.094
36 H 7.6358 3.1154 4.2193  C25 1.088
37 H 7.9584 1.2141 1.0707  C27 1.098
38 H 6.3265 1.4240 0.6327  C27 1.090
39 H 7.2657 -0.0687 3.1998  C28 1.090
40 H 6.9098 -0.8036 1.6334  C28 1.094
41 H 4.9977 0.7901 3.3876  N29 1.012
42 H 4.5466 -1.0842 1.3175  C30 1.088
43 H 4.2636 0.7805 1.3208  C30 1.091
44 H 2.1480 -0.6372 1.7663  C31 1.094
45 H 2.5721 0.7173 2.8546  C31 1.095
46 H 1.1377 -0.4745 4.3978  C33 1.093
47 H 1.5202 -2.2144 4.8485  C33 1.086
48 H 0.8130 -1.7794 3.2984  C33 1.094
49 C -0.2930 8.3944 0.7528  O50 1.397, H58 1.094, H59 1.092, H60 1.097
50 O -0.1794 7.0048 0.8326  C49 1.397, C51 1.435
51 C -0.1327 6.6063 2.2106  O50 1.435, C52 1.510, H61 1.093, H62 1.093
52 C -0.5445 5.1569 2.3092  C51 1.510, N53 1.478, H63 1.096, H64 1.091
53 N -2.0145 5.0729 2.1802  C52 1.478, C54 1.449, H65 1.010
54 C -2.4139 3.7127 2.4785  N53 1.449, C55 1.546, H66 1.088, H67 1.095
55 C -2.5761 3.4375 3.9909  C54 1.546, O56 1.443, H68 1.097, H69 1.091
56 O -1.3686 3.1002 4.7044  C55 1.443, C57 1.431
57 C -0.6949 1.9189 4.2577  O56 1.431, H70 1.093, H71 1.089, H72 1.088
58 H -1.0824 8.7877 1.4008  C49 1.094
59 H -0.5414 8.6772 -0.2718  C49 1.092
60 H 0.6145 8.9652 0.9835  C49 1.097
61 H -0.8432 7.1334 2.8530  C51 1.093
62 H 0.9015 6.7521 2.5310  C51 1.093
63 H -0.2439 4.7679 3.2885  C52 1.096
64 H -0.0234 4.5264 1.5867  C52 1.091
65 H -2.3965 5.8123 2.7518  N53 1.010
66 H -1.7899 2.9641 1.9952  C54 1.088
67 H -3.4190 3.5663 2.0691  C54 1.095
68 H -3.2781 2.6332 4.2440  C55 1.097
69 H -3.0449 4.2731 4.5127  C55 1.091
70 H -1.2718 1.0511 4.5882  C57 1.093
71 H 0.2527 1.8379 4.7878  C57 1.089
72 H -0.5804 2.0123 3.1802  C57 1.088
73 N 0.0102 1.0069 -5.6820  C74 1.355, H77 1.005, H78 1.003
74 C -0.6110 0.0904 -4.9009  N73 1.355, N75 1.336, O76 1.234
75 N -0.1453 -1.1456 -5.1039  C74 1.336, H79 1.003, H80 1.010
76 O -1.4047 0.3826 -4.0031  C74 1.234
77 H -0.1859 1.9819 -5.5342  N73 1.005
78 H 0.9083 0.7591 -6.0538  N73 1.003
79 H 0.7662 -1.3672 -5.4598  N75 1.003
80 H -0.4658 -1.8197 -4.4240  N75 1.010
81 N 0.5643 -4.0404 -1.0742  C82 1.351, H85 1.028, H86 1.001
82 C 1.2486 -3.3952 -2.0447  N81 1.351, N83 1.374, O84 1.222
83 N 2.5865 -3.3937 -1.7315  C82 1.374, H87 1.006, H88 0.998
84 O 0.7221 -2.7401 -2.9320  C82 1.222
85 H -0.4599 -3.9532 -1.1013  N81 1.028
86 H 1.0461 -4.7381 -0.5421  N81 1.001
87 H 3.1788 -2.8270 -2.3152  N83 1.006
88 H 2.8994 -3.8903 -0.9242  N83 0.998
89 N -0.0563 -1.3872 0.3143  C90 1.352, H93 1.006, H94 1.004
90 C -0.8974 -0.3580 0.5609  N89 1.352, N91 1.330, O92 1.241
91 N -1.0875 0.4798 -0.4540  C90 1.330, H95 1.010, H96 1.004
92 O -1.3330 -0.2253 1.7154  C90 1.241
93 H 0.3302 -1.5904 -0.5917  N89 1.006
94 H 0.0128 -2.0927 1.0258  N89 1.004
95 H -0.6695 0.2398 -1.3410  N91 1.010
96 H -1.4862 1.4015 -0.4481  N91 1.004
97 O -4.1604 0.4471 0.3127  H98 0.962, H99 0.961
98 H -4.1997 0.7236 1.2329  O97 0.962
99 H -3.6252 -0.3516 0.3254  O97 0.961
100 O -2.2859 -1.8411 4.0977  H101 0.961, H102 0.966
101 H -3.0034 -1.5561 4.6708  O100 0.961
102 H -2.0252 -1.0448 3.6168  O100 0.966

Values from the calculation:
Frontier orbital gap in eV: 8.563
Structure (SMILES): COCCNCCOC.COCCNCCOC.COCCNCCOC.NC(N)=O.NC(N)=O.NC(N)=O.O.O
ΔE to the lowest compared entry with this formula, charge and spin in kcal/mol: 45.4
Multiplicity: 1
LUMO energy in eV: 0.19
Electronic energy in hartree: -2157.0718